Formula: C40H113N7O13
Source: OMol25
Level of theory: wB97M-V/def2-TZVPD

ORCA input file:
```
! wB97M-V def2-TZVPD RIJCOSX def2/J DEFGRID3
* xyz 0 1
C 0.771 6.272 2.009
C -0.137 5.327 2.899
O 0.755 4.613 3.814
H 1.234 6.999 2.676
H 0.285 6.915 1.275
H 1.589 5.702 1.568
H -0.668 4.599 2.285
H -0.915 5.862 3.444
H 0.241 4.214 4.521
C 4.069 6.396 -4.534
C 3.205 6.275 -5.806
O 1.882 5.831 -5.509
H 3.540 6.919 -3.738
H 4.976 6.951 -4.776
H 4.431 5.449 -4.133
H 3.756 5.598 -6.459
H 3.215 7.185 -6.405
H 1.368 6.571 -5.179
C 8.460 -2.627 -4.271
C 8.440 -2.360 -2.817
O 7.706 -3.368 -2.128
H 9.071 -3.484 -4.554
H 8.918 -1.795 -4.807
H 7.463 -2.750 -4.694
H 7.936 -1.416 -2.610
H 9.452 -2.264 -2.425
H 7.359 -3.069 -1.284
C -6.029 0.888 0.662
C -7.323 0.118 0.596
O -8.044 0.510 1.799
H -6.105 1.967 0.791
H -5.379 0.654 -0.182
H -5.568 0.585 1.602
H -7.152 -0.958 0.570
H -7.912 0.443 -0.262
H -8.355 -0.305 2.202
C 1.854 -0.004 -0.955
C 1.388 0.389 -2.339
O 0.761 -0.695 -3.052
H 2.535 -0.854 -0.998
H 1.015 -0.291 -0.322
H 2.243 0.866 -0.425
H 2.165 0.777 -2.998
H 0.698 1.228 -2.245
H 0.501 -0.363 -3.915
C 2.230 -0.991 -9.056
C 1.449 0.192 -9.545
O 0.516 0.622 -8.583
H 2.971 -0.729 -8.301
H 2.742 -1.424 -9.915
H 1.638 -1.862 -8.775
H 0.938 -0.074 -10.470
H 2.082 1.050 -9.774
H 0.732 1.551 -8.476
C -3.820 -6.831 3.600
C -3.974 -8.043 4.504
C -5.192 -9.008 4.208
O -5.259 -10.117 5.137
C -5.645 -9.797 6.477
N -2.688 -8.758 4.562
H -2.938 -6.252 3.873
H -4.686 -6.170 3.637
H -3.540 -7.077 2.576
H -4.028 -7.732 5.547
H -5.143 -9.482 3.228
H -6.138 -8.467 4.199
H -5.738 -10.727 7.037
H -6.625 -9.336 6.601
H -4.826 -9.196 6.873
H -2.836 -9.735 4.773
H -2.207 -8.725 3.675
C -1.241 12.100 -5.247
C -2.337 11.313 -5.971
C -3.214 10.556 -5.053
O -2.510 9.480 -4.426
C -3.322 8.463 -3.866
N -3.103 12.261 -6.754
H -0.613 11.339 -4.784
H -1.742 12.716 -4.500
H -0.639 12.742 -5.890
H -1.808 10.604 -6.609
H -3.994 10.104 -5.666
H -3.731 11.138 -4.291
H -2.564 7.718 -3.623
H -3.914 8.038 -4.676
H -3.957 8.760 -3.032
H -3.784 11.767 -7.312
H -2.400 12.602 -7.394
C -9.479 -5.737 -8.911
C -9.083 -4.368 -9.410
C -7.948 -4.474 -10.451
O -6.812 -5.124 -9.944
C -6.167 -4.453 -8.881
N -10.222 -3.734 -9.979
H -9.858 -6.387 -9.700
H -10.190 -5.562 -8.103
H -8.631 -6.272 -8.484
H -8.705 -3.791 -8.566
H -7.632 -3.524 -10.881
H -8.276 -5.114 -11.271
H -5.609 -3.589 -9.241
H -5.439 -5.093 -8.382
H -6.792 -4.119 -8.054
H -11.008 -3.898 -9.366
H -10.496 -4.168 -10.849
C 0.900 -8.517 -2.503
C 2.192 -8.000 -1.843
C 3.036 -9.188 -1.453
O 2.338 -9.990 -0.407
C 2.946 -11.282 -0.212
N 2.878 -7.073 -2.785
H 1.124 -9.168 -3.348
H 0.319 -7.747 -3.011
H 0.221 -8.951 -1.769
H 1.998 -7.361 -0.981
H 4.026 -8.848 -1.149
H 3.265 -9.756 -2.354
H 3.142 -11.876 -1.105
H 2.333 -11.956 0.388
H 3.877 -11.172 0.343
H 3.755 -6.740 -2.412
H 2.239 -6.291 -2.779
C 4.768 -5.900 7.368
C 3.708 -4.884 7.066
C 3.662 -4.566 5.498
O 4.895 -4.093 5.009
C 5.304 -2.823 5.475
N 2.427 -5.421 7.524
H 5.781 -5.520 7.232
H 4.618 -6.727 6.674
H 4.819 -6.242 8.401
H 3.909 -3.942 7.576
H 2.787 -3.938 5.324
H 3.383 -5.508 5.028
H 6.215 -2.444 5.011
H 5.368 -3.057 6.537
H 4.442 -2.164 5.369
H 2.690 -6.187 8.126
H 1.979 -5.946 6.787
C 7.852 6.021 2.919
C 8.378 7.201 3.764
C 7.509 8.539 3.726
O 7.436 9.006 2.370
C 6.644 10.111 2.250
N 8.529 6.765 5.117
H 6.980 5.583 3.407
H 8.692 5.327 2.905
H 7.752 6.364 1.889
H 9.326 7.417 3.273
H 8.028 9.241 4.379
H 6.564 8.294 4.210
H 5.709 10.074 2.809
H 6.445 10.257 1.188
H 7.193 10.968 2.641
H 9.326 6.146 5.065
H 9.005 7.503 5.616
C -3.369 4.460 12.083
C -3.199 4.190 10.565
C -2.872 2.738 10.284
O -2.526 2.568 8.914
C -2.732 1.241 8.354
N -4.380 4.610 9.853
H -3.437 5.500 12.406
H -2.521 3.968 12.558
H -4.249 3.969 12.499
H -2.393 4.845 10.234
H -3.735 2.097 10.465
H -2.043 2.357 10.879
H -2.200 1.172 7.405
H -3.799 1.056 8.224
H -2.197 0.520 8.973
H -5.253 4.318 10.268
H -4.305 4.179 8.943
*
```

Largest force on an atom (eV Å⁻¹): 2.67
Energy relative to the best compared isomer or geometry (same formula, charge and spin) (kJ/mol): 510.22
Highest occupied orbital energy (eV): -9.04
Kohn-Sham gap (eV): 9.336